Entry 1:
Below is a molecular structure, C8H13N in a non-equilibrium geometry, with properties calculated with ωB97M-V/def2-TZVPD.

Geometry (Å):
C (0.93132, 1.86365, -1.98648)
C (-0.45088, 1.55601, -1.16161)
C (-0.26802, 0.96275, 1.16811)
C (0.21636, -0.22161, 2.09788)
C (0.20540, -1.56351, 1.73889)
C (-0.21341, -1.77898, 0.29721)
C (0.67785, -1.50392, -0.86192)
C (-0.65780, -0.66033, -0.50814)
H (1.35945, 0.83365, -2.08827)
H (0.75011, 2.29008, -3.06502)
H (1.72411, 2.44788, -1.28192)
H (-1.41816, 1.65438, -1.89757)
H (-0.46592, 2.59443, -0.72168)
H (0.70169, 1.92209, 1.23712)
H (-1.28639, 1.38669, 1.73920)
H (0.73217, -0.05010, 3.08408)
H (0.32181, -2.24485, 2.45342)
H (-0.91494, -2.60204, 0.25172)
H (1.63690, -0.90700, -0.57397)
H (0.69266, -2.08710, -1.82987)
H (-1.43922, -0.97179, -1.17451)
N (-0.71988, 0.54419, -0.11949)

Summary:
E_LUMO in Ha: 0.0364
Orbital gap in eV: 8.8
Energy relative to the best compared isomer or geometry (same formula, charge and spin) in kJ/mol: 550.4
Net charge: 0



Entry 2:
Below is a molecular structure, C39H55CsNOP3S2, with properties calculated with ωB97M-V/def2-TZVPD.

Geometry (Å):
Cs (1.09675, 0.17282, 0.12973)
C (0.73104, 3.67876, -1.17246)
C (-0.59846, 3.76694, -0.78019)
C (-0.90780, 4.12600, 0.52624)
C (0.10813, 4.38920, 1.43608)
C (1.43766, 4.29706, 1.04122)
C (1.74785, 3.94494, -0.26595)
H (0.98601, 3.34883, -2.17225)
H (-1.39032, 3.52381, -1.47828)
H (-1.94390, 4.16056, 0.84126)
H (-0.13384, 4.63035, 2.46406)
H (2.22880, 4.46121, 1.76247)
H (2.77720, 3.82950, -0.57897)
C (-0.02715, -2.76538, 3.59709)
C (-1.42341, -2.66749, 2.97986)
C (-1.63308, -3.78194, 1.95193)
P (-1.59861, -1.03493, 2.10327)
C (-1.41731, 0.19164, 3.49827)
C (-1.75893, 1.57632, 2.94664)
C (-2.19280, -0.08017, 4.78081)
C (-3.40694, -0.97208, 1.75899)
C (-4.37539, -1.50072, 2.60746)
C (-5.73386, -1.43699, 2.32542)
C (-6.13386, -0.82710, 1.13731)
C (-5.20459, -0.30124, 0.26369)
C (-3.80964, -0.35507, 0.53311)
N (-2.85442, 0.01607, -0.35235)
C (-3.01003, 0.94893, -1.31570)
C (-3.84424, 2.09475, -1.26066)
C (-3.82904, 3.03597, -2.27598)
C (-2.98309, 2.89905, -3.37427)
C (-2.15020, 1.78262, -3.44320)
C (-2.15974, 0.80700, -2.45893)
P (-1.11220, -0.68579, -2.33549)
C (0.05617, -0.55288, -3.79739)
C (-0.47991, -0.72733, -5.21816)
C (1.18702, -1.55894, -3.53842)
C (-2.24461, -2.08362, -2.87661)
C (-2.56749, -3.00093, -1.69269)
C (-3.52369, -1.64826, -3.58288)
H (0.12231, -3.75568, 4.04007)
H (0.13497, -2.01830, 4.37605)
H (0.75373, -2.60839, 2.84750)
H (-2.17647, -2.77039, 3.76736)
H (-0.86922, -3.71714, 1.17319)
H (-2.61335, -3.70804, 1.47554)
H (-1.55069, -4.76564, 2.42432)
H (-0.34264, 0.16779, 3.71678)
H (-2.82037, 1.63268, 2.68583)
H (-1.18688, 1.80162, 2.04598)
H (-1.54131, 2.35360, 3.68605)
H (-3.26930, -0.01974, 4.60571)
H (-1.93269, 0.66803, 5.53759)
H (-1.96435, -1.06329, 5.19708)
H (-4.06308, -1.98796, 3.52431)
H (-6.46061, -1.85834, 3.00948)
H (-7.18868, -0.78096, 0.88388)
H (-5.53272, 0.13276, -0.67303)
H (-4.47953, 2.23871, -0.39531)
H (-4.47191, 3.90776, -2.20257)
H (-2.96216, 3.65100, -4.15368)
H (-1.47393, 1.69298, -4.28554)
H (0.47191, 0.45787, -3.70213)
H (-0.84094, -1.74688, -5.37697)
H (0.31921, -0.54727, -5.94606)
H (-1.29920, -0.04633, -5.44817)
H (0.80912, -2.58215, -3.63841)
H (1.60227, -1.47042, -2.53033)
H (2.00355, -1.43510, -4.25587)
H (-1.62764, -2.65937, -3.57540)
H (-3.18197, -2.48440, -0.95531)
H (-1.65550, -3.32544, -1.18928)
H (-3.10961, -3.88962, -2.03520)
H (-4.15545, -1.07849, -2.89783)
H (-4.08927, -2.52569, -3.91682)
H (-3.32469, -1.01573, -4.44959)
S (2.69790, 0.10279, 2.95392)
C (4.21552, -0.76539, 2.72787)
C (5.29864, -0.45668, 3.57205)
C (6.55500, -1.02877, 3.44429)
C (6.77433, -1.96228, 2.43566)
C (5.72533, -2.29672, 1.59280)
C (4.43930, -1.73448, 1.69654)
S (3.20587, -2.24161, 0.54073)
H (5.11952, 0.27799, 4.34923)
H (7.35284, -0.74760, 4.12462)
H (7.74666, -2.42822, 2.30993)
H (5.87923, -3.02874, 0.80706)
C (5.03260, -0.44573, -1.87184)
P (4.51241, 1.22634, -1.52190)
C (4.73377, 1.46728, 0.24695)
C (5.79088, 2.27923, -2.26094)
O (3.15559, 1.57524, -2.06631)
H (6.07500, -0.60268, -1.58863)
H (4.89420, -0.64700, -2.93541)
H (4.40795, -1.12897, -1.27415)
H (5.74517, 1.18194, 0.54357)
H (4.03241, 0.84453, 0.81669)
H (4.55803, 2.50981, 0.51574)
H (6.77700, 2.04902, -1.85652)
H (5.53834, 3.31854, -2.04304)
H (5.79556, 2.13666, -3.34223)

Summary:
E_LUMO in Ha: 0.1349
Orbital gap in eV: 4.5
Energy relative to the best compared isomer or geometry (same formula, charge and spin) in kJ/mol: 9.1
Net charge: -2



Entry 3:
Below is 6 unconnected molecules or ions with the total composition C14H24N4O2 in a non-equilibrium geometry, with properties calculated with ωB97M-V/def2-TZVPD.

Geometry (Å):
C (0.59795, 0.13300, -5.16725)
C (1.35524, -0.17374, -3.85464)
C (2.85639, -0.12683, -3.83521)
O (0.80514, -0.15100, -2.74891)
H (1.32525, 0.29636, -5.96251)
H (-0.15378, 0.91461, -5.05735)
H (0.07365, -0.79995, -5.37419)
H (3.23048, -0.59503, -2.92474)
H (3.10995, 0.93254, -3.87453)
H (3.24644, -0.55481, -4.75867)
C (0.45296, -1.02361, 0.59133)
C (1.58397, -0.46078, 1.41963)
C (2.54384, 0.41948, 0.71512)
O (1.73615, -0.75583, 2.63889)
H (-0.35076, -1.32678, 1.26231)
H (0.82473, -1.95999, 0.17532)
H (0.23734, -0.23843, -0.13331)
H (3.16815, 0.95165, 1.43284)
H (1.94507, 1.19945, 0.24477)
H (3.11161, -0.24773, 0.06661)
C (-1.92816, -0.20451, 4.70292)
C (-3.13089, 0.64910, 4.60729)
N (-4.04315, 1.42944, 4.55486)
H (-0.97798, 0.30293, 4.86955)
H (-1.60751, -0.72446, 3.80018)
H (-1.98038, -1.00717, 5.43853)
C (1.22963, 4.46688, 0.66807)
C (0.46009, 3.32690, 0.06714)
N (-0.15201, 2.37640, -0.33425)
H (1.18840, 4.72459, 1.72637)
H (0.99651, 5.34381, 0.06414)
H (2.27740, 4.28105, 0.43197)
C (-2.57776, 1.01914, -2.30004)
C (-2.52988, -0.04775, -1.27181)
N (-2.50912, -0.85188, -0.47777)
H (-2.24261, 0.75636, -3.30339)
H (-2.06888, 1.94016, -2.01567)
H (-3.62279, 1.29839, -2.43431)
C (-1.57338, -3.89540, 2.43346)
C (-1.04792, -4.98986, 3.35439)
N (-0.60794, -5.78255, 4.02845)
H (-2.48369, -4.21773, 1.92795)
H (-0.84347, -3.63125, 1.66825)
H (-1.92417, -2.99514, 2.93801)

Summary:
E_LUMO in Ha: 0.0099
Orbital gap in eV: 9.6
SMILES: CC(C)=O.CC(C)=O.CC#N.CC#N.CC#N.CC#N
Energy relative to the best compared isomer or geometry (same formula, charge and spin) in kJ/mol: 188.5
Net charge: 0



Entry 4:
Below is a single C11H22O2 molecule in a non-equilibrium geometry, with properties calculated with ωB97M-V/def2-TZVPD.

Geometry (Å):
C (4.80802, 0.41252, 0.51657)
C (3.50862, 0.15087, -0.47663)
C (2.19733, -0.26875, 0.42860)
C (0.96561, -0.93790, -0.43118)
C (-0.32388, -1.06645, 0.62549)
C (-1.78212, -0.90478, -0.08993)
O (-2.78804, -1.46119, 0.87558)
C (-3.10433, -2.86000, 0.55214)
O (-3.80600, -3.58370, 1.45790)
C (-2.26708, 0.61500, -0.42145)
C (-2.89058, 0.57070, -1.97328)
C (-1.13959, 1.78810, -0.28199)
C (-0.85539, 2.27344, 1.28864)
H (5.71501, -0.25613, 0.16435)
H (5.17225, 1.54470, 0.50375)
H (4.60318, 0.13214, 1.64391)
H (3.77507, -0.76784, -1.15133)
H (3.31798, 1.11744, -1.11228)
H (1.87497, 0.68570, 1.06418)
H (2.53201, -1.08573, 1.22841)
H (1.29103, -2.02186, -0.73732)
H (0.69056, -0.36034, -1.41462)
H (-0.13978, -0.40092, 1.56969)
H (-0.26642, -2.19440, 1.01348)
H (-1.86287, -1.55288, -1.08746)
H (-2.79603, -3.41803, -0.42888)
H (-3.18200, 0.89546, 0.28843)
H (-3.68457, -0.32016, -1.99144)
H (-2.03271, 0.37150, -2.77891)
H (-3.42461, 1.59512, -2.17138)
H (-0.13281, 1.58375, -0.87404)
H (-1.60275, 2.75709, -0.80474)
H (0.31042, 2.16007, 1.51430)
H (-1.26700, 3.34239, 1.52556)
H (-1.41351, 1.46507, 1.96590)

Summary:
E_LUMO in Ha: 0.0244
Orbital gap in eV: 11.0
SMILES: CCCCC[C@@H](OC=O)[C@H](C)CC
Energy relative to the best compared isomer or geometry (same formula, charge and spin) in kJ/mol: 689.9
Net charge: 0